Entry 1:
A single C5H7NO molecule in a non-equilibrium geometry. Source: the OMol25 dataset; level of theory: ωB97M-V with the def2-TZVPD basis set.

ORCA input file:
```
! wB97M-V def2-TZVPD RIJCOSX def2/J DEFGRID3
* xyz 0 1
H 2.2827 0.2204 -0.9406
O -0.1287 -1.2172 0.4857
H -1.9527 -2.1071 0.1558
C -1.5114 -1.3330 0.7872
H -2.0208 -0.3818 0.6302
H 2.0895 0.7476 0.7372
H -1.5062 0.6791 -0.9273
C 1.8135 -0.0237 0.0135
H 2.1827 -0.9861 0.3721
H -1.5849 -1.6083 1.8423
N 0.3999 3.2004 -1.2453
C -0.4491 0.8138 -0.7383
C 0.3240 -0.1093 -0.1176
C 0.0615 2.1053 -1.0550
*
```

Values from the calculation:
**HOMO level**: -9.180 eV
**Energy above the lowest of the compared OMol25 structures with the same formula, charge and spin**: 31.58 kcal/mol
**Structure (SMILES)**: CO/C(C)=C/C#N
**Gap between HOMO and LUMO**: 9.87 eV

Atomic charges from the Mulliken analysis, expressed in e, are listed below: number 1, H, carries 0.34; number 2, O, carries -0.36; number 3, H, carries 0.26; number 4, C, carries -0.72; number 5, H, carries 0.33; number 6, H, carries 0.29; number 7, H, carries 0.40; number 8, C, carries -1.17; number 9, H, carries 0.35; number 10, H, carries 0.25; number 11, N, carries -0.43; number 12, C, carries -0.54; number 13, C, carries 0.98; number 14, C, carries -0.01



Entry 2:
A single C5H7NO molecule. Source: the OMol25 dataset; level of theory: ωB97M-V with the def2-TZVPD basis set.

ORCA input file:
```
! wB97M-V def2-TZVPD RIJCOSX def2/J DEFGRID3
* xyz 0 1
C -0.3831 1.3687 -0.0849
H -0.1212 2.4261 0.0626
H 1.6182 -1.6443 -0.2158
H 1.7076 0.8870 -0.9971
H -1.2789 1.3185 -0.7040
H -0.1964 -2.6557 -1.2629
C -0.3996 0.5904 1.2429
C 0.8623 0.5167 -0.4240
N 0.8905 -0.0787 0.9248
H -1.2358 -0.1000 1.3657
C 0.7397 -0.9912 -0.2096
C -0.4289 -1.6546 -0.8351
O -1.5130 -1.1516 -1.0206
H -0.2614 1.1689 2.1580
*
```

Values from the calculation:
**HOMO level**: -9.399 eV
**Energy above the lowest of the compared OMol25 structures with the same formula, charge and spin**: 69.86 kcal/mol
**Structure (SMILES)**: O=C[C@H]1[C@H]2CCN21
**Gap between HOMO and LUMO**: 10.22 eV

Atomic charges from the Mulliken analysis, expressed in e, are listed below: number 1, C, carries -0.56; number 2, H, carries 0.27; number 3, H, carries 0.35; number 4, H, carries 0.34; number 5, H, carries 0.25; number 6, H, carries 0.31; number 7, C, carries -0.32; number 8, C, carries -0.14; number 9, N, carries -0.48; number 10, H, carries 0.23; number 11, C, carries 0.00; number 12, C, carries -0.07; number 13, O, carries -0.48; number 14, H, carries 0.30



Entry 3:
A single C5H7NO molecule in a non-equilibrium geometry. Source: the OMol25 dataset; level of theory: ωB97M-V with the def2-TZVPD basis set.

ORCA input file:
```
! wB97M-V def2-TZVPD RIJCOSX def2/J DEFGRID3
* xyz 0 1
N -0.7098 0.4370 0.5175
H 0.8349 -1.0408 -1.5037
O -2.8616 -0.6915 0.3790
H 1.5544 -1.8190 -0.1041
C -2.3404 0.1949 1.0866
C 2.0434 0.2356 -0.3475
H -2.6823 1.2510 0.9535
C -0.2093 -0.6644 0.1783
H -1.9020 -0.0564 2.1230
H 3.5107 1.9673 -0.2273
H -0.2031 1.3135 0.5409
C 2.8141 1.1647 -0.2833
C 1.1142 -0.8810 -0.4546
H -0.9062 -1.5095 0.2790
*
```

Values from the calculation:
**HOMO level**: -8.130 eV
**Energy above the lowest of the compared OMol25 structures with the same formula, charge and spin**: 97.55 kcal/mol
**Gap between HOMO and LUMO**: 8.67 eV

Atomic charges from the Mulliken analysis, expressed in e, are listed below: number 1, N, carries -0.20; number 2, H, carries 0.27; number 3, O, carries -0.66; number 4, H, carries 0.33; number 5, C, carries -0.20; number 6, C, carries -0.56; number 7, H, carries 0.22; number 8, C, carries -0.12; number 9, H, carries 0.24; number 10, H, carries 0.42; number 11, H, carries 0.22; number 12, C, carries 0.27; number 13, C, carries -0.66; number 14, H, carries 0.43



Entry 4:
A single C5H7NO molecule. Source: the OMol25 dataset; level of theory: ωB97M-V with the def2-TZVPD basis set.

ORCA input file:
```
! wB97M-V def2-TZVPD RIJCOSX def2/J DEFGRID3
* xyz 0 1
H 1.9495 -1.2055 0.2447
H -0.1656 0.6131 2.1435
H -0.2671 -1.9853 -0.9382
H -1.0406 0.3975 -2.3030
H 0.4349 -1.2062 1.1712
C 0.9623 -0.7351 0.3231
H 0.8708 -0.9891 -1.8311
C -1.6650 0.6479 -0.4129
N 1.1297 0.6915 0.5171
H 0.4125 2.2907 1.5587
C -0.8955 0.0452 -1.2883
O -2.3527 1.2112 0.3507
C 0.1770 -0.9829 -0.9853
C 0.4499 1.2070 1.4498
*
```

Values from the calculation:
**HOMO level**: -8.801 eV
**Energy above the lowest of the compared OMol25 structures with the same formula, charge and spin**: 48.45 kcal/mol
**Structure (SMILES)**: C=NCCC=C=O
**Gap between HOMO and LUMO**: 9.68 eV

Atomic charges from the Mulliken analysis, expressed in e, are listed below: number 1, H, carries 0.34; number 2, H, carries 0.30; number 3, H, carries 0.29; number 4, H, carries 0.32; number 5, H, carries 0.32; number 6, C, carries -0.54; number 7, H, carries 0.31; number 8, C, carries 0.66; number 9, N, carries -0.39; number 10, H, carries 0.29; number 11, C, carries -0.68; number 12, O, carries -0.42; number 13, C, carries -0.40; number 14, C, carries -0.41



Entry 5:
A single C5H7NO molecule. Source: the OMol25 dataset; level of theory: ωB97M-V with the def2-TZVPD basis set.

ORCA input file:
```
! wB97M-V def2-TZVPD RIJCOSX def2/J DEFGRID3
* xyz 0 1
H 1.2096 1.4148 -0.8036
H -0.5214 -1.9368 1.0385
O -0.8887 1.2588 -0.7782
H -2.3732 2.4339 -0.1128
H 1.9805 -1.9474 0.6410
N -0.9155 2.4252 1.3032
C 0.3845 0.7346 -0.5914
C 1.3285 -1.7632 -0.2098
H 1.6963 -2.1661 -1.1534
H -0.0066 1.9926 1.4679
C 0.5223 -0.5357 -0.2669
H -0.8381 -2.2024 -0.7420
C -1.3950 2.0724 0.1910
C -0.1831 -1.7809 0.0166
*
```

Values from the calculation:
**HOMO level**: -9.831 eV
**Energy above the lowest of the compared OMol25 structures with the same formula, charge and spin**: 62.55 kcal/mol
**Structure (SMILES)**: [H]/N=C\OC=C1CC1
**Gap between HOMO and LUMO**: 10.80 eV

Atomic charges from the Mulliken analysis, expressed in e, are listed below: number 1, H, carries 0.40; number 2, H, carries 0.22; number 3, O, carries -0.31; number 4, H, carries 0.38; number 5, H, carries 0.22; number 6, N, carries -0.58; number 7, C, carries -0.80; number 8, C, carries -0.50; number 9, H, carries 0.22; number 10, H, carries 0.30; number 11, C, carries 0.60; number 12, H, carries 0.22; number 13, C, carries 0.09; number 14, C, carries -0.46



Entry 6:
A single C5H7NO molecule. Source: the OMol25 dataset; level of theory: ωB97M-V with the def2-TZVPD basis set.

ORCA input file:
```
! wB97M-V def2-TZVPD RIJCOSX def2/J DEFGRID3
* xyz 0 1
H 1.5142 -1.3803 -0.0594
C 0.9961 0.5838 -0.2846
C -0.9622 -0.1650 -0.0154
C -2.4170 -0.4993 0.0184
N 2.1053 1.2558 -0.6420
H 2.8712 1.3767 0.0011
C -0.2963 0.7752 -0.7808
H -2.5594 -1.5855 0.0280
C 1.0986 -0.6145 0.6170
H -2.9119 -0.0649 -0.8508
H 2.0037 1.9479 -1.3702
O -0.2476 -0.9371 0.8705
H 1.6865 -0.5915 1.5397
H -2.8812 -0.1013 0.9286
*
```

Values from the calculation:
**HOMO level**: -7.727 eV
**Energy above the lowest of the compared OMol25 structures with the same formula, charge and spin**: 64.61 kcal/mol
**Structure (SMILES)**: CC1=C=C(N)CO1
**Gap between HOMO and LUMO**: 8.32 eV

Atomic charges from the Mulliken analysis, expressed in e, are listed below: number 1, H, carries 0.23; number 2, C, carries 0.81; number 3, C, carries 1.03; number 4, C, carries -1.08; number 5, N, carries -0.42; number 6, H, carries 0.24; number 7, C, carries -1.52; number 8, H, carries 0.31; number 9, C, carries -0.44; number 10, H, carries 0.31; number 11, H, carries 0.26; number 12, O, carries -0.37; number 13, H, carries 0.38; number 14, H, carries 0.26



Entry 7:
A single C5H7NO molecule in a non-equilibrium geometry. Source: the OMol25 dataset; level of theory: ωB97M-V with the def2-TZVPD basis set.

ORCA input file:
```
! wB97M-V def2-TZVPD RIJCOSX def2/J DEFGRID3
* xyz 0 3
H 2.5263 0.6930 -0.4891
N -2.2340 -0.0854 -0.2132
H 2.3368 0.5772 1.2479
H 0.5043 1.5380 -0.9660
C 0.5988 0.1033 0.0719
H 0.3908 -1.9612 0.0423
O 0.0252 1.2787 -0.2456
H -2.8035 1.7992 0.5363
C -2.6579 0.7575 0.5865
C -0.0408 -1.0627 -0.1025
C 2.0849 0.1494 0.2983
C -1.4323 -1.0717 -0.3706
H -1.9509 -1.8968 -0.6591
H 2.6521 -0.8186 0.2629
*
```

Values from the calculation:
**HOMO level (alpha / beta)**: -5.204 / -9.494 eV
**Energy above the lowest of the compared OMol25 structures with the same formula, charge and spin**: 33.94 kcal/mol
**<S²>**: 2.029
**Gap between HOMO and LUMO (alpha / beta)**: 6.08 / 8.86 eV

Atomic charges from the Mulliken analysis, expressed in e, are listed below: number 1, H, carries 0.33; number 2, N, carries -0.29; number 3, H, carries 0.27; number 4, H, carries 0.29; number 5, C, carries 0.54; number 6, H, carries 0.40; number 7, O, carries -0.49; number 8, H, carries 0.26; number 9, C, carries -0.15; number 10, C, carries -0.59; number 11, C, carries -1.05; number 12, C, carries -0.30; number 13, H, carries 0.48; number 14, H, carries 0.29



Entry 8:
A single C5H7NO2 molecule in a non-equilibrium geometry. Source: the OMol25 dataset; level of theory: ωB97M-V with the def2-TZVPD basis set.

ORCA input file:
```
! wB97M-V def2-TZVPD RIJCOSX def2/J DEFGRID3
* xyz 0 1
O 0.6010 -1.6207 0.0630
C 1.1156 0.8371 -0.2842
C -0.3951 0.4998 0.3767
H 1.1153 1.0375 -1.3554
H 1.6617 1.5178 0.1822
H 1.7276 -0.8023 1.3679
C -0.4839 -0.7501 -0.2960
H -0.1543 0.3994 1.5294
H 2.3118 -0.8349 -0.5040
C 1.5553 -0.6294 0.1694
O -1.7980 -1.4058 0.0386
H -2.3436 1.9322 0.1483
C -1.8713 0.7600 0.1178
H -0.4713 -0.5258 -1.4652
N -2.5706 -0.4147 -0.0885
*
```

Values from the calculation:
**HOMO level**: -9.313 eV
**Energy above the lowest of the compared OMol25 structures with the same formula, charge and spin**: 151.94 kcal/mol
**Structure (SMILES)**: C1=NO[C@@H]2OCC[C@@H]12
**Gap between HOMO and LUMO**: 10.21 eV

Atomic charges from the Mulliken analysis, expressed in e, are listed below: number 1, O, carries -0.37; number 2, C, carries -0.69; number 3, C, carries 0.16; number 4, H, carries 0.28; number 5, H, carries 0.43; number 6, H, carries 0.24; number 7, C, carries 0.14; number 8, H, carries 0.22; number 9, H, carries 0.36; number 10, C, carries -0.42; number 11, O, carries -0.15; number 12, H, carries 0.26; number 13, C, carries -0.30; number 14, H, carries 0.18; number 15, N, carries -0.34